[1]
ORCA calculation (ωB97M-V/def2-TZVPD) on an isolated molecule of C23H24N4O4.

Structure (XYZ):
```
55
Properties=species:S:1:pos:R:3:forces:R:3
C -0.3702 -0.8404 2.7546 -0.0908 0.1379 -0.0294
N 2.6110 -2.0168 0.9030 0.6129 -0.3646 -0.2004
H 4.6356 -0.6490 -1.2501 0.0751 -0.0398 0.0376
C 2.9843 -1.2837 -0.0898 0.1211 -0.4022 0.6072
H -1.0481 -1.0621 3.5656 -0.0606 -0.0073 0.1060
O 2.2239 -0.1802 -0.3097 0.1096 0.3038 -0.3761
C -6.2651 5.3681 3.6405 0.0064 -0.1762 -0.2222
H 1.9398 -5.8144 -5.4492 -0.0376 0.0290 0.0066
H -2.1675 4.3901 3.7004 -0.0758 -0.0151 -0.0843
O 1.8751 -3.7653 -5.7789 0.2531 0.3878 0.1943
C -0.5923 0.3128 1.9897 0.0921 -0.2481 -0.1810
C 1.5036 -1.3873 1.4214 -0.4748 0.9517 -0.4133
C 3.5259 -2.1662 -2.2852 0.0463 -0.0596 -0.1822
H 3.0467 -2.3906 -7.4084 -0.0498 0.0950 0.0213
C 2.9121 -3.4074 -2.2531 0.0679 0.0668 -0.0328
H 0.0439 1.2991 4.1041 -0.0309 0.0704 0.1001
C -3.1171 2.4360 3.7983 -0.2188 0.1295 -0.2643
C 0.6700 -1.7051 2.4848 0.1634 0.0024 -0.1563
H 2.8498 -0.6334 -7.6241 -0.0322 -0.0669 0.0266
H -3.6511 5.6165 5.4004 0.2654 -0.0105 0.1143
H -5.5280 4.0251 2.0219 0.0003 -0.1372 -0.2071
C 3.5612 -1.4738 -3.4817 -0.0898 -0.1935 -0.1299
C -4.4197 5.4043 4.6833 0.0892 0.0601 0.1018
C 2.4037 -3.2569 -4.6171 -0.0374 0.0255 -0.1692
C -0.8821 1.6970 4.5112 0.2020 -0.0408 0.1773
C 0.2171 0.6282 0.9065 0.1806 0.0620 -0.1779
H 0.3818 -5.0222 -5.0701 0.0436 -0.0097 -0.0117
C 4.1031 -1.5720 -1.0208 -0.2222 0.1265 -0.1803
H -3.2796 2.4400 4.8786 -0.0017 0.0008 -0.0502
H 4.0207 -0.4998 -3.5463 0.0642 0.1383 -0.0106
C 1.2657 -0.2307 0.6489 -0.3930 -0.7216 1.0228
O 3.1622 -1.1676 -5.7306 0.0930 -0.1001 0.3673
H -0.7033 2.7212 4.8469 0.0322 -0.0051 0.0221
H -1.1769 1.0966 5.3765 0.0646 0.0249 0.0184
H 0.9053 -5.2017 -6.7623 -0.0019 -0.0487 0.0915
H 4.7741 -2.2824 -0.5375 -0.0325 0.1280 0.0448
C 1.2451 -5.0208 -5.7433 -0.0990 -0.1996 0.0000
C 2.6073 -1.4842 -6.9872 -0.1472 0.0061 -0.4969
C 2.3630 -3.9382 -3.4058 -0.0446 -0.0439 -0.0694
N -5.6342 5.8735 4.7326 -0.0613 0.3352 0.4920
O -2.6231 1.3815 1.3952 -0.1482 0.0916 -0.2994
H 2.8588 -3.9588 -1.3270 -0.0259 -0.0869 0.1117
H -3.9583 1.9369 3.3090 0.0430 0.0955 0.1497
H -7.2905 5.6038 3.4391 -0.2035 -0.0088 -0.1346
H 0.8354 -2.5958 3.0680 0.0097 -0.1189 0.0762
C -3.0332 3.8800 3.2675 0.3799 -0.5370 0.0138
C -1.7865 1.1721 2.2549 0.1155 -0.0680 0.1205
N -1.9167 1.6824 3.5068 -0.1145 0.1003 0.0620
H 1.5229 -1.5998 -6.9333 0.0864 0.0111 -0.0201
H 0.0266 1.4990 0.3007 -0.0715 0.1102 -0.0800
C -5.4069 4.5830 2.9272 -0.2779 0.0022 -0.1585
N -4.2172 4.6162 3.5999 -0.1799 0.2199 0.0607
C 3.0167 -1.9904 -4.6549 0.0207 0.0308 0.0844
H 1.8944 -4.9073 -3.3521 -0.0532 -0.0907 -0.0498
H -2.9193 3.8412 2.1808 0.0380 0.0578 0.1568
```
Forces are in eV/Å.

Summary:
SMILES string: COc1ccc(Cc2nc3ccc(C(=O)N(C)CCn4ccnc4)cc3o2)cc1OC
Energy (Ha): -1410.8256
2S+1: 1
Energy above the lowest of the compared OMol25 structures with the same formula, charge and spin (eV): 3.434
Maximum force (eV/A): 1.31

Here are the natural (NBO) charges for atoms 1 to 2, given in e: -0.20 -0.49


[2]
ORCA calculation (ωB97M-V/def2-TZVPD) on a cluster of 11 separate species, H22O11 in total.

Structure (XYZ):
```
33
Properties=species:S:1:pos:R:3:forces:R:3
H -3.3190 -0.2023 -0.2757 0.2937 -0.0025 0.1104
H 0.7214 3.4331 5.2158 -0.1506 -0.1036 -0.2905
H -0.0891 0.7320 0.8337 -0.0827 0.2083 0.2505
O -0.7899 -4.2603 1.0297 -0.1246 -0.1731 -0.1190
H -2.5697 -0.8203 -3.5269 -0.1098 -0.0496 0.2863
H 0.8767 4.4004 6.3701 -0.0514 0.1989 0.1253
H -1.7386 -1.2967 6.0207 -0.1781 -0.0402 0.1822
O 0.6555 -3.8845 -3.5677 0.3067 0.1431 0.0172
O 0.0788 0.1419 0.0990 -0.2376 -0.2218 -0.0821
H -2.1302 3.1927 3.4501 -0.1955 0.1723 0.0279
H -1.5139 1.8218 3.6304 -0.0039 -0.3440 0.2045
H 0.2429 -4.4988 -4.1749 -0.0922 -0.1160 -0.2021
H -0.5382 -3.3844 0.7369 0.0398 0.3000 -0.1028
O -0.0901 3.8304 -3.3364 -0.0862 -0.0414 -0.2132
O -4.1942 -0.3483 -0.6347 -0.0590 -0.1993 -0.1244
O 1.2514 3.6037 5.9944 0.1715 -0.1068 0.1126
O 3.6902 1.6599 -1.9887 -0.2405 -0.1313 0.1522
H 0.9626 0.3665 -0.1921 0.2896 0.0446 -0.1609
H -4.6418 0.4906 -0.5249 -0.1549 0.1991 -0.0146
O -1.1272 -0.9896 5.3513 -0.0126 0.2633 -0.1496
O -1.4322 2.6272 3.1197 0.2665 0.0745 -0.1695
H -0.0589 3.2478 -2.5776 -0.0121 -0.2019 0.1984
O -2.4825 -0.7389 -4.4766 -0.0777 -0.1346 -0.1913
H -0.5795 -1.7508 5.1592 0.1722 -0.1577 -0.0706
H -0.3676 -4.3585 1.8831 0.0998 -0.0761 0.1922
H 4.5904 1.4492 -1.7408 0.2464 -0.0637 0.1087
H -1.9444 0.0428 -4.6021 0.1456 0.1917 -0.0769
H 3.6726 -3.1256 -3.0432 -0.2844 -0.1944 -0.0868
H 0.1531 -3.9735 -2.7579 -0.1425 -0.0120 0.2306
H 3.7793 2.2566 -2.7318 -0.0412 0.1415 -0.2357
O 4.4363 -2.5570 -2.9448 0.3155 -0.0240 0.0428
H 0.4250 4.5935 -3.0744 0.1089 0.2209 0.0317
H 4.0709 -1.7006 -2.7230 -0.1189 0.2358 0.0162
```
Forces are in eV/Å.

Summary:
SMILES string: O.O.O.O.O.O.O.O.O.O.O
Energy (Ha): -840.7899
2S+1: 1
Energy above the lowest of the compared OMol25 structures with the same formula, charge and spin (eV): 2.454
Maximum force (eV/A): 0.40

Here are the natural (NBO) charges for atoms 1 to 2, given in e: 0.47 0.47


[3]
ORCA calculation (ωB97M-V/def2-TZVPD) on a structure of composition C25H43Cl18NNbO6S.

Structure (XYZ):
```
95
Properties=species:S:1:pos:R:3:forces:R:3
H -1.5418 -4.8227 -3.3376 -0.0580 -0.0374 -0.0345
H 0.0111 -1.8918 3.8833 -0.2054 0.5946 0.2982
C 0.8077 -3.9406 0.1128 -0.0699 0.6577 -0.2678
H 1.8380 1.1912 -2.2612 -0.1669 0.0712 0.0440
O 1.6822 -6.1298 1.2094 0.2760 0.1504 0.0218
H 3.5737 -1.1337 0.5375 0.2979 -0.3097 -0.2238
C -2.4176 0.0363 -0.8760 -0.0654 -0.1913 0.1562
H 4.7127 0.9461 -0.1796 -0.1253 -0.0566 0.1401
Cl 3.6664 -2.1432 8.8817 -0.0127 0.0462 0.1290
C 3.5479 1.8261 2.8935 -0.1796 0.2753 -0.2012
C -1.0881 3.3291 -2.7138 -0.0132 -0.1205 0.0201
H -2.2403 3.1107 -5.4327 -0.0034 -0.0709 -0.0340
H 3.5929 -2.6575 6.3119 -0.0901 0.0679 -0.0509
H -1.3721 1.1328 0.6302 -0.0140 0.0579 0.0782
H -5.6326 1.2150 0.9034 0.0092 -0.1150 -0.2206
C 1.5157 0.6141 -0.1641 0.2954 -0.1068 -0.6488
H -5.7849 -0.2119 -1.1300 0.0072 -0.0270 -0.0946
C 2.3994 1.0799 -1.3340 0.2883 -0.1104 0.4458
Cl 3.8472 -4.8843 7.8654 -0.0058 -0.0866 0.0493
H -0.5762 3.6218 -3.6235 0.0005 0.0761 0.0135
C 3.2232 2.3395 -1.0061 -0.0354 -0.3023 -0.4311
H -2.7400 4.5921 -6.2855 -0.0071 0.0166 -0.0517
C -2.3451 0.8506 0.2499 0.1772 -0.0926 -0.1853
Cl 3.7744 -0.6565 5.0795 0.1062 -0.2251 0.2441
H 1.4246 -4.3544 -0.6859 0.0632 -0.0373 -0.0306
Cl -4.2910 1.2758 -3.9530 -0.0959 0.1488 -0.2703
C 0.5743 -1.3832 3.1014 -0.3163 -0.2341 -0.0987
C -4.7441 0.8851 0.3821 0.0143 0.1355 0.0638
C 4.7876 1.9189 2.0449 0.5890 -0.2510 0.2852
Cl -2.6897 4.1077 -2.6954 0.0549 0.0014 -0.0511
H -8.6864 1.0691 2.4667 0.0260 -0.0054 -0.0423
Cl -4.6821 7.1495 -8.8406 0.0010 0.0032 -0.0136
O 5.8062 1.3545 2.3562 -0.2458 0.0722 -0.2141
C 3.9907 -2.3995 5.3421 -0.0305 -0.0060 -0.1291
C 8.0956 -2.1540 4.2501 -0.0564 0.0351 -0.1119
H -8.2806 1.2542 4.1930 0.0368 0.0053 0.0245
Cl -1.4385 -3.8069 -5.4566 0.0298 -0.0254 0.0044
S 1.2028 -4.7982 1.5425 -0.4654 -1.6234 -0.1401
H 2.0058 -1.7954 -1.6372 0.2103 0.7339 0.0113
C -1.7572 -3.8307 -3.7142 0.1193 0.0466 0.0464
H 2.6594 3.0305 -0.3807 -0.0339 0.0853 -0.0380
H 5.0486 -2.6157 5.2859 -0.0463 0.0130 -0.0550
C -2.1440 3.6905 -6.3429 0.0181 -0.0339 0.0857
H 2.6849 2.2953 2.4296 0.0104 -0.0150 -0.0752
Cl -0.1105 3.8415 -1.3362 0.0174 0.0102 -0.0088
C 0.0653 -1.2001 1.8764 0.7946 2.0990 -0.3409
Cl -3.4493 -3.4490 -3.3605 0.0132 -0.0549 0.0075
H 3.3451 0.7734 3.0894 -0.0171 0.1714 -0.0773
H -1.2195 2.2500 -2.6695 -0.0113 0.0211 0.0612
H 8.4632 -1.1382 4.1730 -0.0634 0.0339 0.0169
H -1.1204 -3.0953 -3.2357 -0.0455 0.1085 0.0013
H -5.0952 0.1847 -5.8649 0.0118 -0.0587 0.0280
Cl -0.4473 4.1459 -6.5515 -0.0102 0.0192 0.0283
H -3.4256 1.8951 1.7561 -0.1122 0.0517 0.0286
Nb 1.1244 -1.6200 -0.0305 -0.0246 -1.6227 1.1862
N 2.9466 -1.8656 0.8643 -0.8656 0.8786 -0.1427
H 3.7448 2.3217 3.8441 0.0412 -0.0657 0.0807
H 3.9153 -4.1412 10.0927 0.0642 0.0190 -0.0230
H 8.8836 -2.8709 4.0557 -0.0183 -0.0389 0.0244
Cl 6.8120 -2.3853 3.0639 0.0201 -0.0129 -0.0195
Cl -6.8082 2.4355 2.7994 -0.1108 0.1198 0.1591
H 0.6298 1.2501 -0.0904 -0.0079 0.0626 0.0077
Cl -6.6444 -0.4625 -4.2212 -0.0055 -0.0065 0.0082
H 2.2871 -4.2013 2.0845 -0.1562 0.3505 -0.3062
H -3.7422 -0.9731 -2.2438 0.1864 -0.0369 -0.0532
H 3.4635 2.8313 -1.9518 -0.0736 0.2835 0.0854
H -0.9874 -0.9199 1.7932 -0.4055 -1.3472 -0.0570
H 3.1296 0.2892 -1.5335 -0.0468 -0.0347 -0.2343
O 4.7259 2.7119 0.9409 -0.5038 -0.1476 0.1173
Cl -5.3955 4.8153 -7.2136 -0.1910 0.0912 0.0933
Cl 7.5122 -2.4087 5.9068 0.1829 0.0097 0.0976
O -0.6416 -1.5498 -1.0731 0.4588 0.4686 0.1836
C 4.5527 2.0160 -0.3215 0.3505 0.4477 -0.1412
H 5.3715 2.3738 -0.9448 0.0930 -0.1031 0.0016
H -6.1704 5.4045 -9.3467 -0.0278 0.0353 0.0289
C -7.8873 1.0905 3.1974 -0.0422 -0.0128 0.0173
Cl 3.1524 -3.3569 4.1143 0.1919 -0.0160 0.3588
C -1.1891 -0.4633 -1.5828 -0.2409 0.0074 -0.1731
C -4.8169 0.0880 -0.7507 -0.0434 0.0414 0.3167
H 2.1092 0.8121 0.7355 -0.2472 -0.1062 0.2468
H 1.5757 -1.0681 3.3754 0.3070 -0.6841 -0.2352
H 2.2923 -3.9843 9.3772 -0.0249 0.0309 -0.0731
H -4.4669 4.8688 -9.3604 0.0446 0.0085 0.0365
O -0.8099 0.0868 -2.5950 0.1115 -0.0211 -0.1065
C -3.5074 1.2770 0.8718 0.1863 -0.0569 0.0163
Cl -7.0579 -0.4670 3.1698 -0.0069 -0.0029 0.0005
C -3.6561 -0.3395 -1.3752 -0.2730 -0.0690 0.1616
H -0.2466 -4.1207 -0.0995 -0.0643 -0.1465 0.1868
C -5.2127 5.4629 -8.8449 0.0528 -0.0868 -0.0764
H -6.1486 1.5309 -5.3636 -0.0403 0.0048 0.0499
O 0.1239 -4.7529 2.5065 0.0921 0.5439 0.0512
C 3.3546 -3.8532 9.2121 -0.0120 -0.0441 0.0459
C -5.5596 0.6871 -5.0249 0.1044 0.0485 -0.1383
Cl -2.7324 2.7072 -7.6940 0.0538 -0.0552 -0.0278
H 2.9474 -1.7703 1.8780 0.0250 -0.3462 0.0533
```
Forces are in eV/Å.

Summary:
Energy (Ha): -10223.0976
2S+1: 1
Maximum force (eV/A): 2.27
Net charge: -1

Here are the Mulliken charges for atoms 1 to 2, given in e: 0.31 0.11


[4]
ORCA calculation (ωB97M-V/def2-TZVPD) on a cluster of 2 separate species, C4H9NS in total.

Structure (XYZ):
```
15
Properties=species:S:1:pos:R:3:forces:R:3
H -2.8834 0.4889 -0.7540 -0.1411 -0.1400 -0.7329
C -0.2873 2.2232 0.3449 0.9633 2.8480 0.3123
H 2.0986 -1.9269 -0.8415 -0.6173 -0.9205 0.5683
H -1.7273 -0.5046 0.1461 0.3368 -1.1542 0.1444
N 1.2050 -0.3168 -0.2755 -0.3504 1.1238 1.0600
C -1.2645 1.5620 0.1684 -1.6782 -2.7460 0.0227
H 0.3390 3.1177 0.5023 -0.3381 -1.3712 -0.2236
H 0.5630 0.2241 0.3572 0.4967 -0.8889 -0.7965
H 0.9061 -0.1105 -1.2522 0.3756 -0.1381 1.0071
H -3.0156 0.5420 1.0035 1.7119 -0.5760 -1.5324
H 0.3908 -2.2684 -0.4238 -0.4965 -0.4302 0.3755
S 2.8398 0.4711 0.0882 -0.4833 -0.1070 -0.3198
H 1.8056 -2.1203 0.9099 -1.5979 0.9805 -1.6626
C -2.2583 0.4054 0.1097 -1.0770 3.3139 2.0641
C 1.2883 -1.7869 -0.0833 2.8956 0.2060 -0.2866
```
Forces are in eV/Å.

Summary:
SMILES string: C[NH2+][S-].C#CC
Energy (Ha): -610.6055
2S+1: 1
Energy above the lowest of the compared OMol25 structures with the same formula, charge and spin (eV): 4.031
Maximum force (eV/A): 4.05

Here are the natural (NBO) charges for atoms 1 to 2, given in e: 0.24 -0.27